# 1
{
  "formula": "C34H17BrF5N5O4V",
  "method": "ωB97M-V/def2-TZVPD",
  "species": ["V", "Br", "C", "C", "C", "C", "O", "C", "C", "N", "C", "C", "C", "C", "C", "C", "C", "C", "N", "C", "C", "H", "H", "H", "H", "H", "H", "H", "H", "H", "H", "O", "N", "O", "C", "C", "C", "C", "C", "C", "N", "C", "C", "N", "C", "C", "C", "C", "H", "H", "H", "H", "H", "H", "H", "F", "C", "C", "F", "C", "F", "C", "O", "C", "F", "C", "F"],
  "xyz": [[0.085, 0.327, -0.009], [5.234, -3.391, 3.725], [3.796, -2.331, 3.099], [2.531, -2.467, 3.683], [1.479, -1.696, 3.253], [1.630, -0.784, 2.189], [0.615, -0.060, 1.800], [2.917, -0.670, 1.603], [3.142, 0.342, 0.604], [2.200, 0.805, -0.135], [2.366, 2.078, -0.733], [3.340, 2.481, -1.598], [3.424, 3.847, -1.954], [2.591, 4.776, -1.398], [1.578, 4.375, -0.492], [0.717, 5.263, 0.201], [-0.200, 4.762, 1.074], [-0.349, 3.362, 1.193], [0.408, 2.511, 0.550], [1.423, 3.010, -0.226], [3.995, -1.426, 2.092], [2.389, -3.181, 4.483], [0.500, -1.787, 3.706], [4.138, 0.788, 0.543], [4.046, 1.764, -1.997], [4.186, 4.159, -2.656], [2.694, 5.825, -1.642], [0.808, 6.329, 0.038], [-0.863, 5.409, 1.630], [-1.140, 2.944, 1.802], [4.978, -1.300, 1.654], [-3.164, -6.480, 0.570], [-2.051, -5.988, 0.609], [-1.039, -6.637, 0.835], [-1.923, -4.558, 0.403], [-3.090, -3.825, 0.377], [-3.097, -2.440, 0.245], [-4.306, -1.638, 0.103], [-4.215, -0.344, -0.191], [-2.887, 0.351, -0.314], [-1.764, -0.419, 0.207], [-1.881, -1.756, 0.220], [-0.677, -2.523, 0.099], [0.413, -1.785, -0.244], [1.534, -2.400, -0.537], [1.660, -3.792, -0.441], [0.587, -4.551, -0.066], [-0.662, -3.928, 0.185], [-4.025, -4.360, 0.464], [-5.270, -2.122, 0.202], [-5.104, 0.256, -0.342], [-2.938, 1.310, 0.208], [2.361, -1.785, -0.864], [2.609, -4.255, -0.673], [0.673, -5.622, 0.010], [-4.035, 3.733, -3.293], [-3.148, 2.939, -2.685], [-2.014, 3.401, -1.888], [-2.356, 3.486, -0.540], [-0.983, 2.555, -2.168], [-0.434, 2.670, -3.379], [-0.935, 1.219, -1.579], [0.058, 0.381, -1.876], [-2.416, 0.687, -1.753], [-2.363, -0.497, -2.465], [-3.336, 1.623, -2.539], [-4.441, 1.027, -2.990]],
  "atomic_forces_ev_per_a": [[0.1511, 0.1977, -0.1313], [-0.0013, 0.0006, -0.0011], [0.0012, 0.0041, -0.0052], [-0.0095, -0.0041, 0.0017], [0.0180, -0.0137, -0.0061], [0.0088, 0.0354, -0.0349], [-0.0351, -0.1327, 0.2632], [-0.0083, -0.0136, 0.0213], [0.0048, 0.0016, -0.0273], [-0.0068, -0.0257, -0.0348], [-0.0663, 0.0195, 0.0912], [0.0003, 0.0129, -0.0021], [-0.0025, 0.0030, 0.0094], [0.0051, -0.0129, -0.0048], [0.0112, 0.0037, -0.0112], [-0.0140, -0.0035, 0.0140], [-0.0013, 0.0037, -0.0199], [0.0238, -0.0283, -0.0312], [0.0568, -0.0203, 0.0223], [-0.0506, -0.0178, 0.0012], [-0.0060, 0.0041, 0.0004], [0.0002, 0.0016, 0.0011], [-0.0020, 0.0022, -0.0008], [-0.0019, 0.0014, -0.0059], [0.0006, -0.0027, 0.0025], [0.0004, -0.0021, -0.0026], [-0.0012, 0.0030, 0.0014], [0.0023, 0.0001, -0.0025], [0.0031, 0.0043, 0.0040], [-0.0031, -0.0013, 0.0063], [-0.0004, 0.0010, 0.0002], [-0.0058, -0.0093, -0.0155], [-0.0012, 0.0093, 0.0352], [0.0090, -0.0024, -0.0111], [0.0027, -0.0057, -0.0135], [-0.0024, 0.0057, 0.0060], [0.0012, -0.0010, -0.0094], [0.0045, -0.0051, 0.0002], [0.0115, 0.0110, -0.0060], [-0.0463, -0.0282, 0.0047], [0.0194, 0.1050, 0.0247], [0.0356, -0.0169, -0.0071], [-0.0150, 0.0428, -0.0018], [0.0129, -0.0668, 0.0080], [-0.0013, -0.0150, -0.0044], [0.0080, -0.0066, 0.0008], [-0.0088, 0.0115, 0.0042], [-0.0063, 0.0057, 0.0065], [0.0031, -0.0003, -0.0006], [-0.0007, 0.0011, -0.0007], [-0.0018, -0.0014, 0.0058], [0.0147, 0.0148, -0.0032], [-0.0076, 0.0039, -0.0061], [-0.0007, -0.0020, 0.0018], [-0.0004, -0.0056, -0.0020], [0.0089, -0.0243, 0.0032], [0.0089, 0.1378, -0.0221], [-0.0367, -0.1731, 0.0093], [0.0097, 0.0071, -0.0256], [0.0049, 0.1246, -0.0001], [-0.0005, -0.0072, -0.0204], [-0.0786, -0.0505, -0.0403], [-0.0357, -0.0324, -0.0415], [0.0518, -0.0218, -0.0174], [0.0003, -0.0006, 0.0063], [-0.0285, -0.0248, 0.0117], [-0.0065, -0.0006, 0.0015]],
  "s_squared": 0.846,
  "total_energy_ev": -160488.4186,
  "e_above_lowest_ev": 0.000,
  "orbital_gap_ev": [6.5, 6.7],
  "mol_weight_g_mol": 785.38,
  "spin_multiplicity": 2,
  "max_force_ha_per_bohr": 0.0058
}



# 2
{
  "formula": "C24H27AsKN6",
  "method": "ωB97M-V/def2-TZVPD",
  "species": ["K", "C", "C", "N", "C", "C", "N", "C", "C", "C", "C", "C", "N", "C", "C", "N", "C", "C", "N", "C", "C", "C", "N", "C", "C", "H", "H", "H", "H", "H", "H", "H", "H", "H", "H", "H", "H", "C", "C", "As", "C", "C", "C", "C", "H", "H", "H", "H", "H", "H", "H", "H", "H", "H", "H", "H", "H", "H", "H"],
  "xyz": [[0.618, 0.554, -0.694], [3.074, -3.698, 0.107], [2.407, -2.613, -0.436], [1.600, -1.850, 0.292], [1.442, -2.160, 1.579], [2.136, -3.248, 2.112], [2.943, -4.011, 1.389], [0.506, -1.329, 2.416], [0.322, -1.650, 3.754], [-0.547, -0.904, 4.535], [-1.218, 0.136, 3.913], [-1.000, 0.401, 2.568], [-0.139, -0.312, 1.828], [-1.773, 1.506, 1.899], [-2.744, 2.243, 2.581], [-3.441, 3.216, 2.012], [-3.182, 3.471, 0.736], [-2.225, 2.749, 0.045], [-1.524, 1.779, 0.619], [-0.755, -1.208, 5.971], [-0.634, -2.504, 6.459], [-0.840, -2.734, 7.811], [-1.145, -1.778, 8.684], [-1.257, -0.540, 8.212], [-1.076, -0.206, 6.878], [3.726, -4.321, -0.493], [2.521, -2.351, -1.482], [2.053, -3.530, 3.152], [0.871, -2.459, 4.209], [-1.926, 0.717, 4.481], [-2.988, 2.054, 3.617], [-3.748, 4.263, 0.262], [-2.016, 2.957, -0.999], [-0.419, -3.340, 5.807], [-0.760, -3.739, 8.208], [-1.499, 0.229, 8.936], [-1.155, 0.831, 6.580], [3.204, 1.845, -4.998], [2.183, 0.796, -5.429], [0.786, 0.611, -4.077], [-0.356, -0.804, -4.825], [-0.706, -0.725, -6.306], [-0.298, 2.235, -4.403], [-0.263, 2.859, -5.794], [3.985, 1.967, -5.749], [3.686, 1.565, -4.059], [2.735, 2.820, -4.853], [2.649, -0.184, -5.543], [1.734, 1.054, -6.388], [-1.260, -0.807, -4.211], [0.162, -1.741, -4.607], [-1.304, 0.157, -6.531], [-1.289, -1.597, -6.608], [0.188, -0.697, -6.928], [0.035, 2.973, -3.670], [-1.318, 1.956, -4.120], [0.742, 3.191, -6.052], [-0.913, 3.734, -5.832], [-0.591, 2.169, -6.569]],
  "atomic_forces_ev_per_a": [[0.0192, -0.0246, 0.0009], [0.0500, -0.0643, 0.0351], [-0.0365, 0.0412, -0.0464], [-0.0928, 0.1742, -0.0212], [-0.0703, 0.0842, 0.1286], [0.0220, -0.0765, 0.0314], [-0.0203, 0.0446, -0.0472], [-0.0033, -0.0296, -0.1313], [0.1107, -0.0021, 0.0317], [-0.0061, 0.0001, 0.0023], [-0.0781, 0.0269, 0.0150], [-0.0256, 0.0138, -0.1031], [-0.0463, -0.0416, 0.1816], [0.0982, -0.0941, 0.0798], [-0.0748, 0.0199, 0.0438], [0.0398, -0.0193, -0.0519], [-0.0634, 0.0321, 0.0531], [0.0370, -0.0087, -0.0643], [0.1643, -0.0944, -0.0702], [0.0054, 0.0137, -0.0294], [-0.0535, -0.0508, 0.0041], [-0.0109, 0.0100, 0.0436], [0.0108, 0.0033, -0.0682], [-0.0009, -0.0149, 0.0297], [0.0437, 0.0342, 0.0643], [-0.0050, 0.0172, -0.0232], [0.0274, -0.0213, -0.0026], [-0.0160, 0.0191, -0.0035], [-0.0184, 0.0107, 0.0144], [0.0162, -0.0179, 0.0208], [0.0180, -0.0177, -0.0056], [0.0155, -0.0051, -0.0254], [-0.0205, 0.0297, 0.0015], [0.0054, 0.0202, -0.0143], [-0.0012, 0.0001, 0.0052], [0.0002, -0.0034, 0.0027], [0.0019, -0.0146, -0.0340], [0.0020, -0.0359, -0.0520], [0.0600, 0.0226, 0.0056], [-0.1286, 0.0124, 0.0778], [0.0193, 0.0140, -0.0823], [-0.0137, 0.0009, 0.0346], [0.0260, -0.0167, -0.0184], [0.0067, -0.0087, 0.0147], [-0.0026, -0.0064, -0.0007], [0.0060, 0.0057, 0.0022], [0.0108, 0.0080, 0.0096], [0.0180, 0.0054, 0.0073], [-0.0131, -0.0001, 0.0063], [-0.0032, -0.0015, -0.0042], [0.0105, 0.0038, 0.0031], [-0.0056, -0.0058, -0.0030], [0.0076, -0.0067, -0.0006], [-0.0078, 0.0050, -0.0155], [-0.0152, -0.0104, 0.0129], [-0.0136, 0.0166, -0.0325], [-0.0023, 0.0075, -0.0114], [-0.0015, -0.0002, -0.0065], [-0.0012, -0.0040, 0.0051]],
  "total_energy_ev": -111426.0902,
  "e_above_lowest_ev": 0.000,
  "orbital_gap_ev": 8.0,
  "charge": 1,
  "mol_weight_g_mol": 513.54,
  "max_force_ha_per_bohr": 0.0039
}



# 3
{
  "formula": "C2H3NOS2",
  "method": "ωB97M-V/def2-TZVPD",
  "species": ["C", "C", "H", "H", "H", "N", "O", "S", "S"],
  "xyz": [[0.200, 1.030, -1.328], [-0.377, -1.462, 1.118], [0.185, -0.044, -1.841], [0.416, 1.904, 0.538], [-1.288, -0.903, 0.932], [0.460, 0.951, 0.037], [-0.164, 2.038, -1.853], [1.005, -0.457, 0.790], [-0.437, -3.058, 1.606]],
  "atomic_forces_ev_per_a": [[-0.9618, -2.1627, -0.1716], [-0.5066, -1.2293, 0.2560], [0.4065, 1.9468, 0.8320], [0.1073, -2.2452, -0.8372], [-0.2922, -0.0053, -0.0215], [-0.2952, 1.5899, 0.7029], [0.3312, 0.2082, -0.2842], [0.7091, -0.4136, 0.1450], [0.5017, 2.3114, -0.6215]],
  "total_energy_ev": -27329.4985,
  "e_above_lowest_ev": 1.279,
  "smiles": "O=CNSC=S",
  "orbital_gap_ev": 8.4,
  "mol_weight_g_mol": 121.19,
  "max_force_ha_per_bohr": 0.0476
}



# 4
{
  "formula": "C6H9Cl3O",
  "method": "ωB97M-V/def2-TZVPD",
  "species": ["C", "C", "C", "C", "C", "C", "O", "Cl", "Cl", "Cl", "H", "H", "H", "H", "H", "H", "H", "H", "H"],
  "xyz": [[-0.297, -1.031, -0.532], [0.308, -0.130, 0.243], [-1.459, -1.707, 0.047], [1.488, 1.997, 0.609], [1.440, 0.741, -0.254], [2.879, -0.282, 0.002], [1.463, 1.085, -1.528], [4.176, 0.861, -0.599], [2.705, -1.865, -0.907], [3.119, -0.562, 1.726], [0.197, -1.100, -1.555], [0.096, -0.085, 1.309], [-2.192, -0.931, 0.493], [-1.093, -2.217, 0.858], [-2.018, -2.414, -0.617], [0.548, 2.566, 0.514], [1.450, 1.597, 1.655], [2.272, 2.804, 0.606], [1.600, 0.550, -2.339]],
  "atomic_forces_ev_per_a": [[1.7287, 2.1202, -0.9842], [0.4211, -0.2754, -0.6722], [-2.9310, 0.6909, -1.4073], [-0.1501, 0.5167, 2.1140], [1.7548, -2.5071, 2.0910], [-1.2734, 2.1342, -0.3454], [-0.3460, 1.6290, -3.5871], [-0.1064, -1.4323, 0.1114], [0.7348, 1.4895, 0.5950], [0.0814, -0.3260, -0.3600], [-1.5938, -0.3567, 1.0954], [-0.2336, 0.2913, -0.1882], [0.9871, -1.2610, -0.9959], [0.5436, -1.6885, 2.0689], [0.4949, 0.6907, 0.5291], [0.1201, -0.4912, -0.3202], [0.1601, 0.6085, -0.6859], [-0.2463, -1.4279, -0.7187], [-0.1458, -0.4048, 1.6604]],
  "total_energy_ev": -45980.4598,
  "e_above_lowest_ev": 0.885,
  "smiles": "C/C=C/[C@](C)(O)C(Cl)(Cl)Cl",
  "orbital_gap_ev": 9.6,
  "mol_weight_g_mol": 203.50,
  "max_force_ha_per_bohr": 0.0769
}